Record 1
Below is a structure of composition C46H50GeN6OReS in a non-equilibrium geometry, with properties calculated with wB97M-V/def2-TZVPD.

```
106
Properties=species:S:1:pos:R:3:forces:R:3:lowdin_charge:R:1
Re 14.0405 9.9930 14.8485 4.1 0.5 -1.0 1.40
C 12.3259 9.5758 20.2209 0.7 -1.7 0.1 -0.09
C 13.8563 9.1945 20.2719 0.1 0.8 0.0 -0.20
N 14.4620 8.5720 19.0523 0.2 -0.2 0.2 -0.01
C 14.0237 8.7371 17.7863 0.2 0.4 -1.4 -0.72
S 15.0002 8.1783 16.3804 -0.1 0.2 1.2 0.66
N 12.8821 9.3382 17.5167 0.1 -0.3 2.2 -0.03
N 12.6662 9.3604 16.2253 -3.6 -0.4 -2.5 -0.26
C 11.4214 9.0949 15.7180 2.2 0.3 0.1 -0.21
C 10.2498 9.1230 16.6310 -1.5 -0.2 -0.3 -0.03
C 11.5490 8.5764 14.3423 1.1 0.5 0.8 -0.20
C 10.6575 7.7340 13.6489 -0.4 0.5 -0.6 -0.02
C 11.1198 6.9614 12.5794 -1.0 0.0 0.5 -0.08
C 12.4618 7.0018 12.2523 0.8 -0.2 0.1 -0.07
C 13.2538 7.9257 12.8715 1.8 0.4 -0.7 -0.13
N 12.8585 8.7505 13.8652 -1.9 -0.7 -0.9 -0.12
H 11.8904 9.2549 21.1826 0.1 0.4 -0.3 0.07
H 12.1602 10.6398 20.0677 -0.1 -0.2 -0.3 0.06
H 11.8639 8.9445 19.4382 0.0 0.8 0.5 0.05
H 14.4474 10.1096 20.4846 -0.3 -0.4 0.0 0.10
H 13.9791 8.5411 21.1487 0.3 -0.1 -0.6 0.10
H 15.4498 8.2688 19.0585 -1.1 0.3 0.4 0.12
H 10.0624 10.1193 17.0904 0.5 -0.5 -0.3 0.10
H 9.2729 8.8478 16.1419 1.1 0.1 0.2 0.09
H 10.4193 8.4111 17.4377 0.0 0.0 0.2 0.08
H 9.5865 7.8420 13.8946 0.7 -0.5 0.0 0.12
H 10.4912 6.2924 11.9869 -0.2 0.3 0.5 0.11
H 12.9394 6.2840 11.5724 -0.4 0.6 0.1 0.12
H 14.3146 8.0694 12.5488 -1.1 -0.2 0.4 0.11
O 14.7232 11.1114 16.4246 -1.8 2.0 0.5 -0.32
N 14.0294 12.2738 16.6350 -0.3 -0.4 -0.5 -0.09
C 14.4736 13.1156 17.5488 0.9 -0.3 0.4 -0.04
C 13.9670 14.3841 17.7037 -0.2 -0.2 0.2 -0.04
C 13.0115 14.8512 16.7814 -1.2 0.0 0.0 -0.10
C 12.5156 14.0484 15.8212 0.8 -0.5 -0.8 -0.05
C 12.8968 12.5836 15.7255 1.1 -0.4 -0.5 -0.32
H 15.3267 12.7308 18.1047 -0.2 0.1 0.1 0.14
H 14.2646 14.9712 18.5473 0.3 0.2 0.2 0.10
H 12.4968 15.8027 16.8644 0.7 0.3 0.1 0.11
H 11.8971 14.5022 15.0443 -0.2 -0.6 0.3 0.11
H 11.9613 12.1062 16.0943 0.2 -0.3 0.3 0.15
C 16.0919 10.1035 10.8447 0.1 -0.5 -0.1 -0.09
C 17.2443 9.1425 11.1837 0.0 -0.9 -1.1 -0.35
C 17.1608 7.7694 10.3565 -1.9 0.4 1.1 -0.06
C 17.5788 8.9753 12.6617 -1.0 0.4 1.0 -0.14
C 18.6395 8.1647 12.9970 1.2 -1.1 0.0 -0.07
C 19.2726 8.1460 14.2463 -0.4 -1.0 -0.6 -0.10
C 18.8729 9.0606 15.1874 1.1 1.5 1.1 -0.06
C 17.8585 9.9874 14.8959 0.2 -1.0 0.3 -0.15
C 17.5688 11.2158 15.7394 -0.2 -0.5 -0.7 -0.40
C 18.1859 11.2018 17.1196 0.0 0.5 1.1 -0.07
C 17.8488 12.5039 14.9422 0.6 0.8 -0.1 -0.05
C 16.9774 9.6606 13.8011 0.4 -0.1 -0.3 -0.24
N 15.6346 9.9322 13.9548 -0.9 0.7 0.2 -0.11
H 15.8329 9.9726 9.7702 0.1 0.0 0.7 0.07
H 16.4976 11.1445 10.9194 -0.9 -0.7 0.5 0.10
H 15.1775 9.8591 11.4596 1.0 0.8 -0.7 0.06
H 18.1402 9.6202 10.7498 -0.1 -0.1 0.3 0.13
H 16.5029 7.0095 10.9105 0.9 1.0 -0.8 0.09
H 18.1333 7.3276 10.2119 0.3 -0.1 0.0 0.04
H 16.6963 7.9670 9.3576 0.4 -0.2 0.8 0.07
H 18.9818 7.4115 12.2704 0.0 0.7 0.1 0.11
H 20.0405 7.3928 14.4597 -0.3 0.4 -0.1 0.10
H 19.4606 9.1247 16.1649 -1.0 0.0 -1.5 0.12
H 16.5062 11.1710 15.7759 -0.7 0.3 0.7 0.05
H 19.1938 10.7605 17.1427 -0.3 0.4 0.0 0.06
H 17.5850 10.6694 17.8860 0.2 0.0 -0.6 0.08
H 18.2638 12.2405 17.5095 0.1 -0.5 -0.3 0.08
H 18.9433 12.7248 14.9050 -0.7 -0.3 -0.3 0.09
H 17.3994 13.4380 15.3762 0.1 -1.0 0.0 0.08
H 17.4306 12.4208 13.9217 0.4 0.0 0.4 0.08
C 13.1731 11.7450 14.4328 -0.9 0.3 1.0 -0.37
Ge 12.2091 12.4623 12.9416 -0.1 -1.3 0.3 0.93
C 10.2271 12.5470 13.0773 -0.2 1.0 -0.1 -0.25
C 9.4419 11.4730 13.4359 -0.3 -1.3 1.0 -0.12
C 8.0503 11.5571 13.6072 0.9 -0.4 -0.5 -0.10
C 7.4019 12.7094 13.2676 0.3 2.3 -0.8 -0.10
C 8.1362 13.8846 12.8922 1.0 -2.4 0.0 -0.05
C 9.5409 13.7440 12.7942 -1.2 0.1 0.5 -0.10
C 12.4634 11.2668 11.4464 0.5 0.3 -0.6 -0.27
C 13.5030 11.6139 10.5578 -1.1 -0.4 -0.4 -0.15
C 13.4961 11.2159 9.2300 -1.6 -1.3 0.9 -0.09
C 12.4539 10.3636 8.8257 0.3 0.1 0.7 -0.08
C 11.4411 9.9651 9.7064 1.3 0.5 0.2 -0.07
C 11.4788 10.3802 11.0427 -0.6 -0.4 -0.8 -0.11
C 12.9591 14.1616 12.3629 -1.6 0.7 -0.8 -0.27
C 12.5426 14.6193 11.0806 0.7 0.0 0.2 -0.10
C 13.0456 15.8139 10.5622 -1.1 -0.5 0.3 -0.09
C 13.8179 16.6358 11.3472 0.8 -1.5 0.9 -0.10
C 14.2926 16.1694 12.5720 -1.2 -0.5 0.2 -0.06
C 13.7550 14.9803 13.1414 1.7 0.7 -0.9 -0.09
H 9.8681 10.4733 13.6245 0.1 0.7 0.0 0.07
H 7.4913 10.6756 13.9011 0.0 0.0 -0.1 0.10
H 6.3362 12.7246 13.1508 -0.5 0.1 0.4 0.09
H 7.6669 14.7971 12.5566 -0.2 0.0 0.2 0.09
H 10.0868 14.6036 12.4739 0.5 0.5 -0.1 0.08
H 14.3058 12.1899 10.9328 0.6 0.8 0.2 0.08
H 14.2456 11.4539 8.5226 0.8 0.3 -0.4 0.09
H 12.5541 9.8775 7.8774 -0.4 0.1 -0.7 0.09
H 10.6601 9.3478 9.3335 -0.5 -0.6 -0.1 0.09
H 10.7110 9.9707 11.7192 0.4 0.6 -0.3 0.09
H 11.8696 14.0102 10.4690 0.3 0.1 0.2 0.11
H 12.8095 16.1507 9.5699 -0.3 -0.1 -0.3 0.10
H 14.1515 17.5511 10.9623 0.6 1.2 -0.5 0.08
H 15.0618 16.7327 13.0619 0.1 0.2 0.5 0.09
H 14.1250 14.6386 14.1060 0.0 0.1 -0.2 0.09
```
Forces are in eV/Å.

As for the multiplicity: 2. For the total energy, the calculation gives -128974.99950 eV. For the energy above the lowest of the compared OMol25 structures with the same formula, charge and spin, the calculation gives 0.0 kJ/mol. The total charge is 0. Its expectation value of S² is 0.793.

Record 2
Below is a structure of composition C46H50N3O5S2 in a non-equilibrium geometry, with properties calculated with wB97M-V/def2-TZVPD.

```
106
Properties=species:S:1:pos:R:3:forces:R:3:lowdin_charge:R:1
C 3.6138 -4.9223 2.9682 0.1 -0.1 0.0 -0.09
C 3.6566 -3.8267 4.0167 0.1 0.1 0.0 -0.28
N 2.3747 -3.1241 4.2694 -0.1 -0.5 0.1 -0.21
C 2.5387 -2.1930 5.4291 0.0 0.1 -0.3 -0.24
C 3.6359 -1.1633 5.2255 0.0 0.1 0.1 -0.08
C 1.3138 -4.0159 4.6149 0.3 0.2 0.1 -1.15
S 1.4532 -5.3789 5.4901 0.1 0.0 -0.2 0.74
S -0.3246 -3.6180 4.1605 -0.3 -0.1 -0.1 0.92
C -0.4393 -2.0003 3.3399 -0.1 0.3 0.0 -0.46
C -1.4395 -2.0378 2.1560 0.2 0.2 0.1 -0.23
C -0.8793 -1.6722 0.7758 -0.2 0.0 0.0 -0.13
C 0.3064 -2.4927 0.2171 0.2 0.4 0.2 -0.37
C 0.1833 -4.0115 0.5323 0.1 -0.2 -0.1 -0.10
C 0.5597 -5.0089 -0.5804 -0.1 -0.1 0.0 -0.19
C -0.1885 -6.3383 -0.4299 -0.1 0.1 0.2 -0.17
C 0.3474 -7.1816 0.7433 0.4 -0.5 0.2 -0.18
N -0.4042 -7.1322 1.9969 -0.9 0.5 -0.3 0.05
C -1.3998 -8.1147 2.1764 0.6 -0.4 0.1 -0.52
C -2.8196 -7.6329 2.2738 -0.2 0.2 0.3 0.00
O -1.0987 -9.2828 2.2097 -0.2 0.1 -0.3 0.09
C 0.3646 -2.2440 -1.2566 0.3 0.0 -0.4 0.05
N 1.5559 -2.0387 -1.6876 -0.2 0.0 0.2 0.14
C 2.5807 -2.1571 -0.6209 -0.3 0.2 0.2 -0.07
C 1.7001 -1.9165 0.6114 0.2 -0.2 0.1 -0.08
H 4.6411 -5.2283 2.7476 -0.1 0.0 0.0 0.09
H 3.0770 -5.8085 3.3058 -0.1 0.1 -0.1 0.05
H 3.1807 -4.5606 2.0322 -0.1 0.0 0.0 0.05
H 4.3485 -3.0570 3.6654 -0.1 -0.1 0.1 0.11
H 4.0628 -4.2265 4.9549 -0.1 0.0 0.0 0.11
H 1.5707 -1.7060 5.5788 0.1 0.0 0.1 0.11
H 2.7685 -2.7928 6.3196 -0.1 0.0 0.0 0.12
H 4.6186 -1.6258 5.1305 -0.1 0.1 0.0 0.07
H 3.4632 -0.5336 4.3513 0.0 -0.1 0.0 0.06
H 3.6795 -0.5177 6.1069 -0.1 0.0 -0.1 0.09
H -0.8470 -1.3200 4.0920 0.2 0.0 0.0 0.07
H 0.5434 -1.6186 3.0595 0.1 -0.2 0.0 0.06
H -2.2132 -1.2902 2.3571 0.0 -0.1 0.0 0.12
H -1.9637 -2.9971 2.1289 0.1 0.0 0.0 0.09
H -1.7125 -1.7589 0.0661 0.0 0.0 0.1 0.13
H -0.5980 -0.6136 0.7854 0.0 -0.1 -0.1 0.11
H -0.8367 -4.2305 0.8566 0.0 0.1 -0.1 0.11
H 0.8199 -4.1812 1.4019 -0.1 -0.1 0.1 0.10
H 1.6308 -5.2400 -0.5452 0.0 0.2 -0.1 0.11
H 0.3461 -4.5919 -1.5714 0.0 -0.1 0.0 0.10
H -1.2573 -6.1315 -0.2901 0.1 -0.1 0.0 0.12
H -0.1022 -6.9173 -1.3525 0.1 0.1 0.0 0.12
H 1.3795 -6.8857 0.9514 0.1 0.0 -0.1 0.11
H 0.3926 -8.2325 0.4478 0.0 0.1 0.1 0.12
H -0.7969 -6.2178 2.1916 0.2 0.1 -0.1 0.08
H -3.4394 -8.3877 2.7542 0.0 0.1 -0.1 0.09
H -2.8966 -6.6889 2.8204 0.0 -0.1 0.0 0.08
H -3.1897 -7.4596 1.2576 0.0 0.0 0.1 0.09
H -0.4794 -2.2049 -1.9417 0.1 0.0 0.1 0.18
H 1.7872 -1.8298 -2.6519 -0.1 -0.1 -0.1 0.19
H 3.3511 -1.4033 -0.7662 0.0 -0.1 0.0 0.14
H 2.9937 -3.1668 -0.6573 0.1 0.1 -0.1 0.13
H 2.1150 -2.3782 1.5099 -0.1 0.1 0.0 0.11
H 1.6218 -0.8365 0.7707 0.0 -0.1 0.1 0.13
C 1.4127 1.6702 3.0329 0.0 0.0 0.0 -0.05
C 0.1450 1.5110 2.4873 -0.2 0.0 -0.1 -0.07
C -0.3789 2.4720 1.6407 0.1 -0.1 -0.1 0.00
C 0.3773 3.5938 1.3246 0.0 0.0 0.0 -0.08
C 1.6438 3.7626 1.8813 0.0 0.0 0.0 -0.07
C 2.1615 2.7968 2.7372 0.0 -0.1 0.0 0.01
C 2.4621 4.9799 1.5802 0.0 0.0 0.0 -0.28
O 3.5654 5.1128 2.0595 0.0 0.0 0.0 0.12
C 1.8699 5.9982 0.6686 0.0 0.0 0.0 -0.08
C 2.5891 7.1559 0.3995 0.0 0.0 0.0 0.01
C 2.0686 8.1074 -0.4622 0.0 0.0 0.0 -0.04
C 0.8343 7.9028 -1.0684 0.0 0.0 0.0 -0.04
C 0.1114 6.7515 -0.8040 0.1 0.1 0.0 0.01
C 0.6202 5.8015 0.0730 0.0 0.0 0.0 -0.08
C -0.1885 4.5894 0.3653 0.1 -0.1 0.0 -0.26
O -1.2658 4.3876 -0.1545 0.0 0.1 0.0 0.10
H 1.8029 0.9169 3.7026 0.1 0.0 0.1 0.09
H -0.4476 0.6384 2.7296 0.0 0.0 0.1 0.08
H -1.3630 2.3661 1.2041 0.0 0.0 0.0 0.12
H 3.1460 2.9462 3.1593 0.0 0.0 0.0 0.12
H 3.5517 7.2963 0.8712 0.0 0.0 0.0 0.12
H 2.6284 9.0100 -0.6672 0.0 0.0 0.0 0.11
H 0.4363 8.6430 -1.7498 0.0 0.0 0.0 0.11
H -0.8471 6.5799 -1.2716 0.0 0.0 0.0 0.09
C -3.4976 7.3470 -3.0270 0.0 0.0 0.0 -0.05
C -3.2045 6.2568 -2.2153 -0.1 0.0 0.0 -0.08
C -2.9773 5.0114 -2.7759 0.0 0.0 0.0 -0.01
C -3.0514 4.8468 -4.1535 0.0 0.0 0.0 -0.08
C -3.3602 5.9394 -4.9680 0.0 0.0 0.0 -0.08
C -3.5764 7.1890 -4.4011 0.0 0.0 0.1 0.00
C -3.4772 5.7940 -6.4480 0.0 0.0 0.0 -0.28
O -3.7325 6.7427 -7.1554 0.0 0.0 0.0 0.12
C -3.2719 4.4328 -7.0238 0.0 0.0 0.0 -0.08
C -3.4203 4.2574 -8.3941 0.0 0.0 0.0 0.00
C -3.2263 3.0072 -8.9557 0.0 0.0 0.0 -0.05
C -2.8777 1.9277 -8.1517 0.0 0.0 0.0 -0.06
C -2.7300 2.0974 -6.7858 0.0 0.0 -0.1 -0.01
C -2.9307 3.3482 -6.2140 0.0 0.0 0.0 -0.09
C -2.7862 3.5000 -4.7368 0.0 0.1 0.0 -0.28
O -2.4637 2.5601 -4.0380 0.0 0.0 0.0 0.09
H -3.6693 8.3205 -2.5866 0.0 0.0 0.0 0.11
H -3.1534 6.3752 -1.1407 0.0 0.0 0.0 0.11
H -2.7405 4.1638 -2.1501 0.0 0.0 0.0 0.10
H -3.8083 8.0230 -5.0490 0.0 0.0 0.0 0.12
H -3.6887 5.1094 -9.0031 0.0 0.0 0.0 0.12
H -3.3468 2.8713 -10.0222 0.0 0.0 0.0 0.11
H -2.7242 0.9523 -8.5943 0.0 0.0 0.0 0.11
H -2.4636 1.2684 -6.1452 0.0 0.0 0.0 0.11
```
Forces are in eV/Å.

As for the multiplicity: 1. For the total energy, the calculation gives -84886.13993 eV. The total charge is +1.